# 1
Formula: C23H26CaN3O2S3SbSe
Source: the OMol25 dataset
Level of theory: ωB97M-V with the def2-TZVPD basis set

```
60
Properties=species:S:1:pos:R:3:forces:R:3:lowdin_charge:R:1
Sb 4.959 4.493 1.801 -0.964 -0.757 0.253 0.147
Se 1.103 -0.229 1.656 -0.122 -0.056 -0.923 0.710
Ca 2.164 2.572 1.546 0.120 0.442 0.575 0.622
S 4.161 3.081 3.575 -0.116 0.426 -0.619 -0.435
S 4.834 2.765 0.104 -0.488 0.713 0.144 -0.244
S 2.707 5.186 0.863 0.947 -0.372 -0.077 -0.236
O -0.121 2.831 2.253 -0.172 -0.327 -0.868 -0.164
O -2.610 2.243 -1.574 0.622 0.394 0.705 0.042
N -0.503 -0.535 -0.735 0.032 -0.015 -0.568 -0.002
N -0.967 2.478 0.106 0.345 0.445 -0.491 0.160
N 1.535 0.059 -1.223 -0.091 -0.169 -0.647 -0.010
C 3.524 -2.121 -0.464 -0.731 -0.866 0.011 -0.273
C 3.796 -0.955 -1.378 -0.150 0.676 0.030 -0.167
C -1.042 2.586 1.438 -0.075 0.069 0.828 -0.484
C 4.187 -2.107 0.887 0.291 0.012 1.267 -0.131
C -5.233 2.409 1.943 -0.871 -0.429 0.602 -0.096
C -2.255 2.426 -0.410 0.739 -1.129 -0.941 -0.458
C 0.698 -0.211 -0.189 -0.408 -0.113 -0.324 -0.620
C -1.910 -2.419 0.084 -1.006 0.621 -0.717 -0.185
C 0.878 -0.120 -2.472 0.447 -0.262 0.784 -0.104
C -3.201 2.403 0.713 -2.007 0.336 0.259 -0.128
C -0.404 -0.511 -2.149 -0.684 -0.003 0.625 -0.125
C -4.595 2.407 0.707 0.276 0.018 0.249 -0.003
C 0.360 -0.384 -4.794 1.081 0.610 0.266 -0.096
C 1.286 -0.061 -3.807 -1.082 -0.146 0.462 0.009
C -1.146 -3.045 2.400 0.011 -0.885 1.547 -0.145
C 2.955 0.292 -1.103 0.491 0.657 0.235 -0.221
C -1.725 -0.881 -0.005 0.543 -0.457 0.443 -0.140
C -4.516 2.293 3.130 -0.256 0.152 -0.403 -0.092
C -0.923 -3.217 0.920 0.685 0.529 -0.331 -0.277
C -2.486 2.404 1.883 0.506 0.181 -0.468 -0.094
C -1.334 -0.815 -3.144 0.132 -0.095 1.156 0.000
C -0.907 -0.755 -4.449 -2.069 -0.733 -0.967 -0.109
C -3.133 2.295 3.076 -0.082 0.095 1.860 -0.027
H -2.563 -0.413 -0.523 0.045 -0.071 -0.070 0.119
H -6.326 2.434 2.049 0.402 0.012 -0.442 0.100
H 3.208 1.164 -1.724 0.082 -0.501 -0.232 0.107
H 3.626 -2.746 1.572 0.047 -0.262 -0.079 0.064
H -1.966 -3.693 2.788 0.405 0.212 -0.439 0.078
H -1.610 -1.030 -5.269 0.493 0.320 0.822 0.118
H 2.242 0.245 -4.091 1.504 0.462 -0.221 0.093
H 5.242 -2.440 0.954 -0.446 0.266 -0.472 0.079
H -1.465 -2.047 2.639 0.113 0.646 0.139 0.041
H 0.598 -0.273 -5.844 0.262 -0.128 0.088 0.104
H -5.187 2.409 -0.197 0.228 0.095 -0.161 0.111
H 3.772 -3.063 -0.974 0.061 0.202 -0.031 0.109
H 3.161 0.678 -0.116 -0.036 -0.235 0.400 -0.013
H -0.257 -3.280 3.047 -0.667 0.272 -0.796 0.085
H 3.540 -1.224 -2.379 0.066 -0.455 -0.939 0.090
H 2.433 -2.196 -0.285 0.374 0.077 -0.151 0.081
H -2.326 -1.105 -2.835 -0.183 -0.020 -0.294 0.112
H -5.024 2.231 4.101 0.182 0.049 -0.505 0.104
H 0.114 -2.897 0.651 -0.671 -0.352 0.149 0.085
H -2.942 -2.534 0.442 0.122 -0.228 0.306 0.115
H -1.974 -2.820 -0.942 0.323 0.150 0.188 0.106
H 4.104 -1.140 1.386 0.187 0.225 -0.246 0.051
H -2.669 2.254 4.053 0.686 0.010 -0.235 0.115
H -1.674 -0.421 1.000 0.155 -0.217 -0.521 0.098
H 4.848 -0.686 -1.360 0.156 0.160 -0.016 0.122
H -1.044 -4.264 0.668 0.213 -0.251 -0.195 0.098
```
Forces are in eV/Å.

## Properties
Relative energy (zero: lowest compared OMol25 entry of this formula, charge and spin): 82.7 kJ/mol
Kohn-Sham gap (alpha / beta): 7.1 / 5.5 eV
E: -5720.92720 Ha
Highest occupied orbital energy (alpha / beta): -4.7 / -4.6 eV
Total charge: -1
Multiplicity: 2

# 2
Formula: C23H26CdN8O5S3
Source: the OMol25 dataset
Level of theory: ωB97M-V with the def2-TZVPD basis set

```
66
Properties=species:S:1:pos:R:3:forces:R:3:lowdin_charge:R:1
Cd 0.612 -0.210 -0.669 -0.363 -0.322 0.121 1.213
S -0.660 -0.212 -3.466 -0.059 0.181 -0.019 0.046
S -1.698 0.170 -1.704 0.234 0.115 -0.003 0.200
S 0.674 -2.906 0.068 0.087 -0.073 0.006 0.556
O -1.539 -0.914 -4.375 0.050 -0.093 0.060 -0.398
O 0.696 2.318 -0.105 0.036 -0.009 0.057 0.006
O -0.115 1.044 -3.956 -0.056 0.026 0.005 -0.426
O 0.465 -1.089 -2.985 0.033 -0.039 -0.154 -0.569
O -1.381 2.478 0.699 0.056 0.078 0.065 0.062
N -2.085 -0.768 3.083 -0.097 0.029 -0.090 0.129
N 2.729 0.454 -1.398 -0.008 0.012 -0.136 0.039
N -2.090 4.524 -0.660 -0.023 0.102 0.030 -0.035
N 2.208 -0.238 1.146 -0.197 0.125 -0.206 -0.081
N 1.892 -0.586 2.430 0.276 -0.025 0.229 0.079
N -0.739 -3.372 -2.221 -0.030 0.088 -0.121 0.079
N -0.303 -0.302 1.666 -0.015 0.110 -0.101 0.042
N -1.246 -4.728 -0.631 -0.008 -0.004 -0.018 -0.132
C 3.719 0.512 -0.498 -0.058 0.005 -0.133 -0.262
C -1.734 -4.188 -2.707 0.087 0.117 0.009 -0.054
C 4.213 1.227 -3.083 0.010 0.003 -0.019 -0.035
C 5.241 1.284 -2.163 0.052 0.032 -0.072 -0.056
C 4.994 0.920 -0.849 0.056 -0.024 0.138 -0.021
C -1.258 -1.120 4.143 0.049 -0.019 0.047 -0.176
C 0.447 -1.818 6.210 0.022 0.006 -0.005 -0.072
C -2.052 -5.045 -1.719 0.056 -0.024 0.179 -0.056
C -1.288 -5.373 0.664 -0.013 0.011 -0.004 -0.044
C 3.390 0.133 0.888 0.034 -0.039 0.173 -0.074
C 2.960 0.798 -2.661 -0.013 -0.013 0.093 -0.091
C 0.122 -1.067 3.946 -0.073 0.004 0.037 -0.081
C 0.616 -0.641 2.638 -0.038 0.046 -0.163 -0.319
C -2.742 4.509 -1.990 0.005 0.023 0.007 -0.179
C -0.935 -1.864 6.394 -0.030 0.004 -0.035 -0.073
C -0.450 -3.675 -0.951 -0.150 -0.169 -0.003 -0.771
C -0.370 2.888 -0.057 -0.182 0.041 0.025 -0.543
C -1.610 4.745 -2.987 -0.043 -0.040 0.002 -0.160
C -0.674 4.146 -0.855 -0.042 0.037 0.039 -0.227
C -0.481 3.930 -2.365 0.102 -0.092 -0.057 -0.126
C 0.969 -1.423 4.997 0.022 -0.018 0.036 -0.009
C -1.561 -0.383 1.901 0.044 -0.066 0.142 -0.165
C -1.789 -1.517 5.368 -0.020 -0.012 0.037 -0.019
H -2.769 -5.844 -1.679 -0.008 -0.022 0.005 0.114
H -2.129 -4.065 -3.698 0.010 0.003 -0.025 0.123
H 2.115 0.733 -3.338 0.010 -0.004 0.020 0.086
H -0.009 4.927 -0.480 0.014 0.001 0.021 0.158
H 4.365 1.505 -4.117 -0.009 0.001 -0.005 0.110
H -2.160 5.440 -0.240 0.024 0.010 -0.075 0.118
H 2.035 -1.380 4.828 0.007 0.002 -0.004 0.113
H -2.109 -4.983 1.268 0.007 0.008 -0.014 0.091
H -0.351 -5.177 1.179 0.000 -0.004 -0.014 0.052
H 4.155 0.190 1.663 0.005 0.004 -0.037 0.126
H -0.300 -2.558 -2.688 0.050 0.003 -0.012 0.064
H -2.106 3.130 0.487 0.097 -0.101 -0.082 0.105
H 5.776 0.948 -0.101 -0.009 0.008 0.000 0.112
H -3.189 3.528 -2.156 0.010 -0.015 0.001 0.115
H -3.530 5.260 -2.024 -0.026 -0.016 0.001 0.113
H -1.343 -2.174 7.346 -0.008 0.005 0.002 0.107
H -1.362 5.809 -3.030 0.016 0.003 0.004 0.110
H -1.851 4.402 -3.992 -0.020 0.015 0.003 0.116
H -1.417 -6.446 0.532 0.005 0.003 -0.013 0.090
H -2.864 -1.550 5.505 0.001 -0.005 0.004 0.113
H -0.613 2.876 -2.612 0.028 -0.051 -0.028 0.070
H 1.108 -2.092 7.022 0.006 -0.003 -0.004 0.105
H 6.229 1.610 -2.462 0.000 -0.006 0.007 0.110
H -2.258 -0.140 1.105 -0.017 0.007 0.021 0.099
H -3.086 -0.808 3.194 0.055 0.008 -0.008 0.156
H 0.515 4.217 -2.698 -0.041 0.030 0.033 0.124
```
Forces are in eV/Å.

## Properties
Relative energy (zero: lowest compared OMol25 entry of this formula, charge and spin): 6.7 kJ/mol
Kohn-Sham gap: 6.9 eV
E: -3068.74298 Ha
Highest occupied orbital energy: -7.4 eV

# 3
Formula: C23H26Cl4GeO4PbSSi
Source: the OMol25 dataset
Level of theory: ωB97M-V with the def2-TZVPD basis set

```
61
Properties=species:S:1:pos:R:3:forces:R:3:lowdin_charge:R:1
Pb 1.602 -2.134 1.396 -0.021 -0.181 -0.202 1.197
Ge 4.044 -1.150 1.449 0.019 -0.079 0.779 -0.356
Cl 1.670 4.568 -1.501 0.018 -0.072 -0.013 0.840
Cl 4.126 -0.400 3.502 -0.032 -0.079 -0.379 0.100
Cl 5.638 -2.553 1.369 -0.076 0.108 -0.142 0.203
Cl 4.364 0.596 0.258 0.017 0.090 -0.174 0.220
S -4.385 4.969 1.999 -0.018 -0.069 0.050 1.037
Si -0.940 -4.500 1.532 -0.141 0.115 -0.172 0.419
O -3.972 4.920 -0.621 0.006 -0.029 0.017 0.035
O 1.360 -2.175 -0.823 -0.016 -0.253 0.007 -0.178
O 3.012 -0.704 -3.331 -0.053 0.163 -0.166 0.061
O 3.590 -2.143 -1.045 0.005 -0.170 0.052 -0.062
C 2.054 3.008 -2.033 0.022 0.090 0.011 -0.603
C 3.215 2.800 -2.790 0.030 -0.003 0.003 -0.030
C -5.562 6.559 0.098 0.008 -0.012 0.056 -0.069
C -1.371 -4.136 -0.255 0.016 -0.061 0.143 -0.172
C -1.945 -3.409 2.672 0.106 -0.104 0.014 -0.173
C -3.287 3.591 1.844 0.002 0.057 0.007 -0.519
C 1.472 0.681 -2.107 -0.083 0.097 0.020 0.052
C -2.804 1.276 2.278 0.036 0.009 -0.049 -0.013
C -1.205 -6.309 1.921 0.089 0.058 0.063 -0.176
C 4.759 1.247 -4.024 0.014 0.020 -0.014 0.008
C -3.671 2.353 2.342 -0.025 0.006 0.041 -0.074
C -0.635 0.332 1.610 0.152 0.000 0.060 -0.105
C 2.266 -1.903 -2.996 0.064 0.220 -0.028 0.008
C 3.536 1.544 -3.227 -0.018 0.071 -0.044 -0.151
C -1.172 2.676 1.182 -0.074 -0.027 0.078 -0.027
C 1.186 1.943 -1.690 -0.044 -0.086 0.008 -0.036
C -1.548 1.431 1.694 -0.035 0.045 -0.071 -0.242
C 2.453 -2.134 -1.493 -0.020 0.270 0.012 -0.636
C -4.570 5.441 0.279 -0.012 0.101 -0.108 -0.740
C 0.906 -4.155 1.836 -0.037 -0.163 0.163 -0.368
C -2.031 3.753 1.269 0.051 0.002 -0.037 -0.075
C 2.638 0.466 -2.888 0.182 -0.216 0.071 -0.184
C 0.174 -0.564 1.547 -0.087 0.037 -0.011 -0.163
H -4.651 2.232 2.784 -0.010 0.008 0.000 0.111
H -0.610 -6.951 1.270 0.010 0.003 -0.019 0.037
H 4.486 0.863 -5.009 0.000 -0.012 -0.002 0.108
H -1.734 4.721 0.889 -0.002 0.001 0.007 0.115
H 0.835 -0.145 -1.827 -0.051 0.021 0.007 0.121
H -2.972 -3.777 2.714 -0.023 0.028 -0.013 0.040
H 0.311 2.155 -1.090 -0.004 -0.094 -0.102 0.098
H -5.234 7.188 -0.726 -0.028 -0.003 -0.016 0.090
H 5.353 0.473 -3.536 0.006 0.001 0.020 0.107
H -1.968 -2.373 2.332 0.018 0.017 -0.017 0.007
H -2.456 -4.087 -0.363 -0.015 -0.022 -0.025 0.040
H -1.005 -4.924 -0.916 0.026 0.016 -0.029 0.038
H -5.680 7.152 1.004 0.013 -0.008 0.003 0.070
H 2.739 -2.680 -3.587 -0.041 -0.058 0.063 0.152
H 1.224 -1.768 -3.278 0.002 -0.088 0.028 0.144
H 5.364 2.141 -4.150 0.001 0.000 0.005 0.097
H 1.126 -4.347 2.889 0.097 0.117 0.001 0.016
H -0.933 -6.538 2.953 -0.003 -0.001 0.009 0.038
H -2.253 -6.584 1.790 -0.031 0.028 -0.024 0.039
H -3.097 0.313 2.674 -0.001 -0.009 0.005 0.119
H -1.554 -3.423 3.692 -0.013 0.000 0.013 0.041
H -0.190 2.794 0.742 -0.011 0.057 0.149 0.091
H 3.854 3.644 -3.012 0.026 -0.018 -0.022 0.131
H -0.958 -3.185 -0.595 -0.014 0.030 0.000 0.008
H -6.529 6.121 -0.153 0.005 -0.003 -0.030 0.095
H 1.565 -4.800 1.252 -0.002 0.032 -0.054 0.019
```
Forces are in eV/Å.

## Properties
Relative energy (zero: lowest compared OMol25 entry of this formula, charge and spin): 0.0 kJ/mol
Kohn-Sham gap (alpha / beta): 7.7 / 4.3 eV
E: -5991.03559 Ha
Highest occupied orbital energy (alpha / beta): -11.0 / -11.0 eV
Total charge: +1
Multiplicity: 2